No. 1
10
Properties=species:S:1:pos:R:3 method="wB97M-V/def2-TZVPD" e_tot_ha=-648.74140 multiplicity=1 largest_force_ha_per_bohr=0.0828 lumo_ev=0.153
C 0.76545 -1.07979 -0.13925
C -0.97134 0.92072 0.29167
N 1.44930 -0.09973 -0.01184
N -1.08602 -0.53575 0.03784
Cl 3.12359 0.29339 -0.18219
H 0.87811 -2.16852 -0.23203
H 0.03080 0.92285 0.63893
H -1.08871 1.54291 -0.53584
H -1.65252 1.03467 1.11190
H -1.44865 -0.83075 -0.97919

=====

No. 2
56
Properties=species:S:1:pos:R:3 method="wB97M-V/def2-TZVPD" e_tot_ha=-2689.91596 multiplicity=1 largest_force_ha_per_bohr=0.0088 lumo_ev=-6.996 total_charge=+1
Pt 0.98650 1.32037 1.30125
N -5.67168 2.43524 -6.41251
C -4.91245 2.29621 -5.56333
C -3.95796 2.12424 -4.50289
C -3.32303 0.89413 -4.33695
C -2.40872 0.72824 -3.31362
C -2.11914 1.79142 -2.45900
C -2.74805 3.02068 -2.63382
C -3.67067 3.18924 -3.65354
C -1.11899 1.61954 -1.37338
C 0.09464 2.21063 -1.46275
C 0.62761 2.97489 -2.59538
C 1.90458 3.29239 -2.31258
C 2.18741 2.75042 -0.99165
N 1.14732 2.13527 -0.50412
C -1.46545 0.70665 -0.27584
C -2.58251 -0.25270 -0.25213
C -2.39882 -1.05373 0.80160
C -1.18025 -0.59910 1.54407
N -0.73736 0.56546 0.78476
H -3.54392 0.08098 -5.01393
H -1.90198 -0.22148 -3.19597
H -2.52250 3.84398 -1.96871
H -4.16488 4.14008 -3.79426
H 0.07078 3.19224 -3.49247
H 2.61181 3.83293 -2.91751
H 3.11220 2.80463 -0.43771
H -3.38882 -0.27247 -0.96492
H -3.03952 -1.85802 1.13002
H -1.43664 -0.28115 2.55699
F 5.67432 -0.59624 2.79088
C 5.19805 0.61887 2.54860
F 6.13641 1.35427 1.97021
F 4.83056 1.18494 3.68876
S 3.73757 0.46356 1.41021
O 3.05214 -0.75028 1.80938
O 4.22381 0.54130 0.06809
O 2.95012 1.70455 1.79386
O 1.05865 -0.59178 4.99420
C 0.84875 -0.41156 3.81828
O 0.72880 0.70903 3.21102
C 0.61216 -1.68644 2.98964
C 0.93988 -2.90637 3.56458
C 0.73725 -4.03772 2.81421
C 0.27539 -4.07098 1.47424
C -0.03212 -2.87885 0.93158
C 0.06879 -1.60071 1.63951
N -0.36761 -2.82960 -0.51307
O -0.12460 -1.77715 -1.07091
O -0.80141 -3.83237 -1.01613
N 1.06013 -5.36749 3.43790
O 0.93020 -6.33121 2.72021
O 1.36267 -5.34655 4.60370
H 1.32796 -2.93798 4.57358
H 0.21977 -5.00080 0.92703
H 0.90283 -1.03361 1.13071

=====

No. 3
35
Properties=species:S:1:pos:R:3 method="wB97M-V/def2-TZVPD" e_tot_ha=-728.32150 multiplicity=1 largest_force_ha_per_bohr=0.0203 lumo_ev=0.463 smiles="CC(C)[C@H](N)C(=O)N[C@H](C(=O)O)C(C)C"
C 2.14321 1.48193 -0.56103
C 2.50166 -0.00543 -0.52604
C 3.98534 -0.21117 -0.78454
C 2.09715 -0.62720 0.82865
N 2.39280 -2.06181 0.85044
C 0.63964 -0.33079 1.22725
O 0.34525 0.13665 2.31080
N -0.31318 -0.71940 0.32571
C -1.71297 -0.52529 0.60226
C -2.56756 -1.49255 -0.19908
O -3.69253 -1.78921 0.05058
O -1.92841 -1.95467 -1.30969
C -2.18755 0.93441 0.34899
C -3.54994 1.20667 0.95005
C -2.12027 1.32284 -1.12994
H 1.04522 1.65582 -0.44285
H 2.67366 2.06352 0.22950
H 2.43103 1.90581 -1.52440
H 1.95137 -0.52537 -1.32488
H 4.25949 0.18461 -1.77316
H 4.28164 -1.25113 -0.70314
H 4.59370 0.32900 -0.03929
H 2.67805 -0.15163 1.62613
H 1.76354 -2.56185 0.24430
H 2.24610 -2.42757 1.76509
H -0.01696 -1.04297 -0.60360
H -1.88030 -0.72100 1.66304
H -2.56206 -2.53421 -1.77571
H -1.43277 1.52950 0.89002
H -3.80661 2.27659 0.81856
H -4.33526 0.61167 0.45393
H -3.57198 0.98695 2.02129
H -2.31357 2.38803 -1.22081
H -1.13408 1.13759 -1.57300
H -2.90286 0.78166 -1.71543

=====

HOMO energy, respectively: -9.036; -12.808; -9.187 eV.
Energy above the lowest of the compared OMol25 structures with the same formula, charge and spin, respectively: 4.422; 0.181; 0.000 eV.